Entry 1:
The following is a DFT calculation (ωB97M-V with the def2-TZVPD basis set) of 15 unconnected molecules or ions with the total composition C8H26B2O29.

Geometry as XYZ:
```
65
Properties=species:S:1:pos:R:3:forces:R:3:nbo_charge:R:1
O -15.6168 17.6351 11.1211 0.8 -1.7 -0.6 -0.5397
C -16.1046 18.6794 11.3422 -0.7 1.1 1.1 0.6778
O -16.7907 19.4487 10.5374 -0.5 0.6 -0.3 -0.6489
B -17.1834 20.6815 11.2614 0.0 0.0 -0.4 1.1571
O -16.8108 20.4529 12.6709 -0.2 0.3 -0.1 -0.6413
C -16.1100 19.3481 12.7389 -0.3 0.1 -1.2 0.6950
O -15.5704 18.8982 13.6961 0.5 -0.4 1.3 -0.6034
O -18.6156 21.0040 11.0912 0.0 -0.2 0.1 -0.6452
C -18.7380 22.1339 10.4240 0.6 0.5 -0.1 0.6896
O -19.7370 22.7202 10.1109 -0.1 -0.5 0.2 -0.5686
C -17.3013 22.6601 10.1340 -0.4 0.5 -0.3 0.6788
O -16.4480 21.8265 10.6893 0.0 0.0 0.1 -0.6534
O -17.0598 23.6655 9.5231 0.2 -0.3 0.2 -0.5635
O -20.0868 12.8509 12.5773 0.7 -0.4 -0.3 -0.5667
C -20.9137 13.6801 12.7870 -1.1 -0.8 0.2 0.6821
O -20.8063 14.9695 12.7479 0.9 1.2 -0.3 -0.6484
B -22.0498 15.6408 13.0955 -0.4 -0.5 1.1 1.2054
O -22.9379 14.4880 13.4594 -1.2 0.3 0.3 -0.6318
C -22.3763 13.3492 13.2212 1.8 1.4 0.0 0.7146
O -22.7868 12.2388 13.3713 -0.7 -1.2 0.1 -0.6549
O -21.9085 16.6211 14.2212 0.1 -0.9 -0.5 -0.6339
C -22.3032 17.8014 13.8099 0.0 -0.9 -0.6 0.6897
O -22.4033 18.7883 14.4560 0.0 0.8 0.8 -0.5731
C -22.6622 17.6629 12.3238 0.3 0.3 0.1 0.6676
O -22.6629 16.3829 12.0179 0.2 -0.1 -0.5 -0.6647
O -22.8765 18.5650 11.5785 -0.4 0.5 -0.5 -0.5601
O -19.1675 11.5345 15.5764 0.0 0.1 0.2 -0.9413
H -20.0255 11.9160 15.3575 0.1 -0.1 -0.1 0.4720
H -18.5505 12.2695 15.4823 -0.1 -0.1 -0.1 0.4700
O -22.1828 22.0556 11.4940 0.5 -0.4 0.0 -0.9719
H -21.2373 22.1136 11.2286 -0.8 0.0 -0.1 0.4961
H -22.4547 21.1391 11.3258 0.1 0.2 -0.3 0.4874
O -23.9279 11.1998 15.9005 0.2 -0.1 -0.2 -0.9542
H -23.4601 10.3900 16.1296 0.0 0.1 0.0 0.4576
H -23.5408 11.4744 15.0511 -0.2 0.0 0.3 0.4892
O -25.2866 11.4028 12.2783 0.3 -0.1 0.0 -0.9640
H -25.2990 12.1213 11.6383 0.0 0.0 0.1 0.4601
H -24.4046 11.4651 12.6947 -0.5 0.2 -0.2 0.4935
O -16.7766 18.5245 16.1934 -0.3 0.0 -0.4 -0.9868
H -16.5874 18.5906 15.2274 0.2 0.0 0.7 0.5086
H -16.7777 19.4392 16.4938 0.1 0.0 -0.1 0.4650
O -18.6861 16.7682 17.7043 0.2 0.4 -0.4 -0.9602
H -18.4357 17.3198 16.9334 0.2 -0.3 0.4 0.5074
H -18.1920 17.1488 18.4364 0.1 -0.1 -0.1 0.4633
O -20.1821 19.5092 18.1511 0.1 0.3 -0.1 -0.9333
H -19.3759 19.1452 18.5273 -0.1 -0.1 -0.1 0.4570
H -19.9070 19.8932 17.3068 -0.2 -0.1 0.1 0.4758
O -21.4124 16.3787 17.0613 0.5 0.2 0.4 -0.9748
H -20.5167 16.5506 17.4238 -0.6 -0.1 -0.2 0.4888
H -21.6700 17.2185 16.6610 0.0 -0.2 0.0 0.4703
O -26.1729 17.8873 12.7688 0.1 -0.2 0.1 -0.9397
H -25.2195 17.9560 12.6318 -0.2 0.2 -0.1 0.4730
H -26.2892 17.0428 13.2216 0.0 0.1 -0.1 0.4667
O -19.9544 9.7234 12.4364 -0.3 -0.1 -0.2 -0.9463
H -20.6004 9.0098 12.4122 0.0 0.1 0.0 0.4534
H -20.4781 10.5348 12.3473 0.3 0.0 0.2 0.4909
O -23.5858 20.0706 9.1554 0.1 0.0 -0.4 -0.9371
H -22.9375 19.3532 9.1477 -0.2 0.1 0.2 0.4767
H -24.4227 19.6521 8.9261 0.1 0.0 0.1 0.4622
O -22.3996 21.6364 14.2411 0.0 -0.4 -0.4 -1.0064
H -22.4443 20.6878 14.4484 0.0 0.4 -0.1 0.4806
H -22.3175 21.6575 13.2574 0.0 0.4 0.7 0.4891
O -13.7901 15.3867 10.1719 0.2 -0.5 0.2 -0.9364
H -14.4675 15.0983 9.5529 -0.1 0.1 0.1 0.4665
H -14.0381 14.9804 11.0156 0.0 0.3 -0.3 0.4709
```
Positions in Å, forces in eV/Å.

Its total charge is -2. The value obtained for the LUMO energy is 3.8 eV. As for the HOMO energy: -5.8164 eV. The total energy is -69464.50131 eV.

---

Entry 2:
The following is a DFT calculation (ωB97M-V with the def2-TZVPD basis set) of a molecular structure, C29H30AsF5N4O4ReSSi2.

Geometry as XYZ:
```
77
Properties=species:S:1:pos:R:3:forces:R:3:lowdin_charge:R:1
Re 0.4878 -0.2098 0.1209 -0.2 -0.1 -0.5 0.8103
O -3.9679 -1.2542 -0.8561 0.0 0.0 0.0 0.1523
C -2.8706 -0.6022 -1.2237 -0.1 0.0 0.0 -0.4858
O -2.1615 -0.8986 -2.1456 0.0 0.0 0.0 0.0503
C -2.6689 0.6381 -0.3958 0.1 0.0 0.0 -0.1410
C -3.7906 1.4069 -0.1120 -0.1 0.0 0.0 0.0581
C -3.6478 2.6380 0.4979 -0.1 0.0 0.0 0.0253
C -2.3667 3.0695 0.7832 0.1 0.0 0.0 0.0447
C -1.2989 2.2414 0.4883 0.0 0.1 0.1 -0.1689
N -1.4203 1.0158 -0.0682 0.1 -0.1 0.0 0.0658
C 0.1071 2.6361 0.7672 0.0 -0.1 0.0 -0.4055
O 0.4375 3.8433 1.1156 0.0 0.0 0.0 0.2396
O 1.0027 1.8007 0.6315 -0.1 0.1 0.1 -0.0412
H -4.1303 -1.9938 -1.4664 0.0 0.0 0.0 0.1625
H -4.7660 1.0330 -0.3884 0.0 0.0 0.0 0.1464
H -4.5072 3.2487 0.7387 0.0 0.0 0.0 0.1430
H -2.2197 4.0287 1.2620 0.0 0.0 0.0 0.1383
H -0.3029 4.4646 1.1604 0.0 0.0 0.0 0.1424
N 10.5930 -3.6320 -1.0953 0.0 0.0 0.0 0.1942
C 9.5854 -3.1901 -0.7683 0.0 0.0 0.0 -0.1622
C 8.3187 -2.6384 -0.3673 0.0 0.0 0.0 -0.2055
C 7.1929 -3.4572 -0.3206 0.0 0.0 0.0 0.0020
C 5.9744 -2.9268 0.0646 0.0 0.0 0.0 0.0019
C 5.8933 -1.5800 0.3819 0.1 0.0 0.0 -0.1903
C 7.0052 -0.7546 0.3417 0.0 0.0 0.0 0.0113
C 8.2263 -1.2903 -0.0282 0.0 0.0 0.0 0.0077
N 4.6265 -1.0276 0.7616 0.0 0.0 0.0 -0.0030
C 4.3580 -0.2777 1.8841 0.0 0.0 0.0 0.0069
C 3.0370 0.0217 1.8383 0.1 -0.1 0.0 -0.1135
N 2.4934 -0.5354 0.6906 0.0 0.1 0.2 -0.1578
C 3.4869 -1.1599 0.0739 -0.1 0.0 -0.1 -0.1185
H 7.2809 -4.5052 -0.5703 0.0 0.0 0.0 0.1317
H 5.0992 -3.5591 0.1460 0.0 0.0 0.0 0.1198
H 6.9181 0.2960 0.5867 0.0 0.0 0.0 0.1279
H 9.1071 -0.6647 -0.0649 0.0 0.0 0.0 0.1342
H 5.1099 -0.0567 2.6212 0.0 0.0 0.0 0.1448
H 2.4445 0.5770 2.5427 0.0 0.0 0.0 0.1046
H 3.4091 -1.7040 -0.8517 0.0 0.0 0.0 0.1117
C -0.3132 -2.3621 -4.5564 0.0 0.0 0.0 -0.1938
Si 0.8915 -1.6039 -3.3738 0.1 -0.1 0.1 0.3091
C 2.6229 -2.2358 -3.6472 0.0 0.0 0.0 -0.2014
C 0.8584 0.2583 -3.2792 -0.1 0.1 0.0 -0.2213
As 0.2667 -2.2145 -1.1331 0.0 0.1 0.3 0.8931
Si -0.0272 -4.5616 -0.5554 0.0 0.1 0.0 0.3370
C -1.7678 -4.9420 -1.0662 -0.1 0.0 0.0 -0.2026
C 0.3220 -4.6985 1.2620 0.0 0.0 0.0 -0.1993
C 1.2231 -5.4127 -1.6327 0.0 0.0 0.0 -0.2146
H -0.0742 -2.0386 -5.5730 0.0 0.0 0.0 0.0517
H -1.3346 -2.0617 -4.3322 0.0 0.0 0.0 0.0238
H -0.2506 -3.4516 -4.5348 0.0 0.0 0.0 0.0365
H 2.8994 -2.0104 -4.6819 0.0 0.0 0.0 0.0532
H 2.6994 -3.3157 -3.5169 0.0 0.0 0.0 0.0285
H 3.3642 -1.7466 -3.0137 0.0 0.0 0.0 0.0168
H 1.1794 0.6840 -4.2337 0.0 0.1 0.0 0.0522
H 1.5534 0.6375 -2.5191 0.0 0.0 0.0 0.0208
H -0.1480 0.6265 -3.0698 0.0 0.0 0.0 0.0191
H -2.5011 -4.4156 -0.4557 0.0 0.0 0.0 0.0209
H -1.9378 -6.0149 -0.9376 0.0 0.0 0.0 0.0537
H -1.9409 -4.7029 -2.1171 0.0 0.0 0.0 0.0355
H 0.1441 -3.7574 1.7806 0.0 0.0 0.0 -0.0218
H 1.3542 -5.0055 1.4381 0.0 0.0 0.0 0.0419
H -0.3322 -5.4537 1.7038 0.0 0.0 0.0 0.0516
H 0.9965 -5.2984 -2.6937 0.0 0.0 0.0 0.0325
H 1.1961 -6.4823 -1.4030 0.0 0.0 0.0 0.0525
H 2.2402 -5.0630 -1.4467 0.0 0.0 0.0 0.0286
F -5.8179 0.0913 3.2984 0.1 0.0 0.0 0.1681
C -4.5420 -0.1515 3.0547 -0.1 0.0 0.0 -0.1270
C -4.1659 -1.3223 2.4133 0.0 0.0 -0.1 -0.1414
F -5.0863 -2.2017 2.0411 0.1 0.0 0.0 0.1533
C -2.8280 -1.5431 2.1356 0.0 -0.1 0.0 -0.2373
F -2.4970 -2.6665 1.4829 0.0 0.1 0.1 0.0774
C -1.8422 -0.6309 2.4853 0.0 0.1 -0.1 -0.4563
S -0.1278 -0.9460 2.1659 0.1 -0.1 0.1 0.7186
C -2.2491 0.5288 3.1329 0.0 0.0 0.0 -0.2414
F -1.3459 1.4595 3.4690 0.0 0.0 0.0 0.0959
C -3.5789 0.7792 3.4139 0.0 0.1 0.0 -0.1453
F -3.9410 1.9201 3.9914 0.0 0.0 0.0 0.1466
```
Positions in Å, forces in eV/Å.

Its total charge is +2. The value obtained for the LUMO energy (alpha / beta) is -7.1 / -7.0 eV. Its spin multiplicity is 2. As for the HOMO energy (alpha / beta): -13.2939 / -13.4865 eV. The expectation value of S² is 1.122. The total energy is -147844.97673 eV.

---

Entry 3:
The following is a DFT calculation (ωB97M-V with the def2-TZVPD basis set) of a molecular structure, C16H17AuClIN2O2.

Geometry as XYZ:
```
40
Properties=species:S:1:pos:R:3:forces:R:3:nbo_charge:R:1
Au 1.3659 -1.8135 0.7338 0.8 -0.1 0.1 0.4502
I 1.5302 -5.1757 2.1177 0.0 0.1 -0.2 0.0878
C -0.1754 -4.4217 1.1389 0.0 0.0 0.7 0.0891
C -1.1767 -5.3129 0.8034 0.0 -0.1 -0.2 -0.3048
C -2.3717 -4.8179 0.2989 0.1 0.2 0.1 -0.2332
C -2.5359 -3.4318 0.3056 -0.1 -0.2 0.0 -0.2622
C -1.5030 -2.6162 0.7056 0.2 0.2 0.0 0.0250
N -0.2749 -3.0910 1.0527 -0.1 -0.1 -0.3 -0.5351
H -1.0101 -6.3731 0.9340 0.0 0.0 -0.1 0.2137
H -3.1464 -5.4842 -0.0583 0.0 0.0 0.1 0.1958
H -3.4762 -2.9773 0.0196 0.0 0.0 -0.1 0.2061
H -1.5805 -1.5339 0.7466 0.0 0.0 -0.1 0.2849
C 2.4685 1.2888 -0.4821 0.1 0.1 -0.2 -0.6380
C 3.2028 -0.0458 -0.7563 -0.4 -0.1 0.5 0.0706
C 4.6964 0.2537 -0.9740 0.0 0.0 0.0 -0.6149
C 2.6392 -0.6243 -2.0739 0.1 0.1 -0.1 -0.6389
N 3.0787 -0.9438 0.3615 -0.1 -0.4 -0.2 -1.1067
H 2.5198 1.9772 -1.3431 0.0 0.0 0.0 0.1504
H 2.9139 1.7800 0.3862 0.0 0.0 0.0 0.1935
H 1.4236 1.0784 -0.2474 0.0 0.0 0.0 0.2343
H 4.8648 0.9433 -1.8132 0.0 0.0 0.0 0.1594
H 5.2268 -0.6823 -1.1669 0.0 0.0 0.0 0.1938
H 5.1118 0.6940 -0.0642 0.0 0.0 0.0 0.1951
H 2.7947 0.0627 -2.9229 0.0 0.0 0.0 0.1536
H 1.5717 -0.8163 -1.9554 0.0 0.0 0.0 0.2120
H 3.1294 -1.5766 -2.2906 0.0 0.0 0.0 0.1943
Cl -3.8236 5.9786 -1.0827 0.0 0.0 0.0 -0.0809
C -3.0430 4.5896 -0.3271 0.0 0.0 0.0 -0.0441
C -3.0911 4.4570 1.0494 0.0 0.0 0.0 -0.2699
C -2.4638 3.3637 1.6338 0.0 0.0 0.0 -0.1774
C -1.8089 2.4113 0.8628 -0.1 -0.1 0.0 -0.1097
C -1.7841 2.5723 -0.5179 0.0 0.0 0.0 -0.1806
C -2.3930 3.6637 -1.1244 0.0 0.0 0.0 -0.2517
C -1.1856 1.1526 1.5224 0.0 0.2 -0.1 0.7556
O -1.1024 1.1930 2.7617 -0.1 -0.1 0.0 -0.7472
O -0.8704 0.2539 0.7121 -0.3 0.3 0.2 -0.7668
H -3.6094 5.1969 1.6463 0.0 0.0 0.0 0.2038
H -2.4625 3.2200 2.7073 0.0 0.0 0.0 0.2358
H -1.2766 1.8140 -1.1012 0.0 0.0 0.0 0.2497
H -2.3729 3.7941 -2.1988 0.0 0.0 0.0 0.2074
```
Positions in Å, forces in eV/Å.

Its total charge is -2. The value obtained for the LUMO energy (alpha / beta) is 4.1 / 4.1 eV. As for the HOMO energy (alpha / beta): 1.2492 / 1.2527 eV. The total energy is -48256.31659 eV.

---

Sequential strongest force on any atom output: 2.266; 0.548; 0.815 eV/A